116
Properties=species:S:1:pos:R:3 method="wB97M-V/def2-TZVPD" total_energy_ev=-299440.674 homo_energy_ev=-5.2089 charge=-2 e_lumo_ev=-2.82 fmax_ha_per_bohr=0.099
S 5.80 -4.01 8.72
S 1.68 -8.55 -3.06
S 8.20 -3.24 8.24
S -4.40 -5.20 -3.75
S -5.49 3.21 -5.40
S 3.40 -1.43 -5.12
S 0.78 -0.75 -5.64
S -1.48 -0.93 0.64
S 2.67 -7.86 -0.84
S -8.67 1.19 0.72
S -7.27 1.44 -6.09
Mg 0.56 -4.17 -2.63
Mg -5.40 -0.32 -2.64
F -6.89 1.93 2.67
F -8.95 2.22 3.29
F -7.96 0.22 3.14
F 4.29 -8.18 -3.96
F 3.09 -9.66 -5.00
F -8.89 3.20 -4.91
F 3.65 -0.96 -2.54
F -6.48 -6.00 -5.29
F -9.42 1.08 -4.45
F 0.05 -0.41 -8.26
F 5.23 -2.05 6.83
F 5.14 0.19 -3.71
F -0.35 -2.36 -7.37
F 4.03 -3.87 6.62
F -3.16 3.15 -4.00
F 4.06 -6.94 1.29
F 3.66 -2.40 8.20
F 4.24 -5.75 -0.61
F 10.71 -2.32 8.27
F 1.68 -1.87 -7.82
F -0.92 -1.71 3.16
F -4.80 -7.51 -5.15
F 2.40 -5.63 0.66
F -2.63 -0.30 2.95
F -4.37 5.06 -3.78
F 2.63 -7.62 -5.35
F 9.44 -1.52 9.88
F 3.09 0.83 -3.57
F -9.83 1.92 -6.41
F 9.28 -0.84 7.68
F -2.70 -2.39 2.42
F -4.89 3.26 -2.75
F -4.65 -5.66 -6.39
O 3.87 -8.58 -1.31
O -8.65 2.55 0.18
O -7.63 0.35 0.07
O -0.51 -0.86 -5.03
O 3.58 -0.68 -6.39
O 6.29 -5.22 8.05
O -7.26 -0.06 -6.18
O 8.77 -4.43 8.89
O -2.91 -5.17 -3.77
O -6.43 4.28 -5.71
O 1.31 0.60 -5.80
O -4.87 -5.97 -2.63
O 0.39 -8.24 -3.69
O -4.54 2.85 -6.42
O -0.58 0.21 0.57
O 4.31 -2.53 -5.02
O -10.04 0.58 0.80
O 1.75 -8.48 0.11
O 1.77 -9.91 -2.47
O 7.99 -3.28 6.78
O 5.02 -4.14 9.93
O -7.11 2.09 -7.41
O -2.76 -0.67 -0.08
O -5.00 -3.87 -3.81
O -0.81 -2.11 0.10
N 7.03 -2.78 9.18
N 1.07 6.35 2.60
N -6.12 1.92 -4.74
N 1.87 -1.95 -4.79
N 2.00 -7.08 -2.03
C 0.52 -1.37 -7.42
C -4.39 3.70 -3.94
C 2.27 6.92 1.76
C 1.62 5.14 3.37
C 3.02 5.97 0.77
C 0.74 4.73 4.58
C -0.11 5.94 1.67
C 0.68 7.46 3.62
C 0.39 5.92 5.52
C 9.48 -1.84 8.55
C 3.06 -8.45 -4.43
C -8.11 1.38 2.56
C -5.13 -6.21 -5.30
C -0.25 6.96 4.73
C 3.43 -6.43 0.20
C -1.96 -1.34 2.43
C -9.03 1.98 -5.41
C 4.16 6.60 -0.03
C 3.86 -0.22 -3.64
C 4.60 -3.06 7.51
H 4.39 6.21 -1.02
H 1.69 4.22 2.79
H -0.44 6.73 0.99
H 1.33 4.04 5.18
H 5.01 6.74 0.63
H 0.15 8.25 3.10
H 3.80 7.60 -0.26
H 1.87 7.83 1.32
H 1.25 6.21 6.11
H 3.38 5.07 1.29
H 2.25 5.65 0.08
H 0.38 5.13 1.12
H 1.61 7.95 3.90
H 2.62 5.36 3.75
H -1.12 6.46 4.33
H -0.55 7.82 5.33
H 2.91 7.27 2.57
H -0.30 5.71 6.34
H -0.90 5.50 2.27
H -0.15 4.22 4.20